No. 1
The following is a quantum chemistry calculation of C7H20ClOPdSiTi as an isolated structure at a distorted geometry, from OMol25.

The geometry in XYZ format:
```
32
Properties=species:S:1:pos:R:3:forces:R:3
Ti 0.523 0.367 1.522 -0.1481 -2.8324 -1.3931
Cl -0.313 -0.173 3.553 -0.2582 -0.3087 0.9691
C 1.512 2.059 2.075 2.3658 4.7649 2.6392
H 0.696 2.638 2.522 -0.4303 -0.5491 -0.4637
H 2.018 2.620 1.282 -0.2843 -0.5363 -0.1214
H 2.186 1.805 2.920 -0.1751 -0.6856 -0.6601
Pd 2.753 -1.401 -0.405 -0.3282 1.1546 -0.1196
C 3.040 -2.152 -2.234 0.2183 -0.2063 -1.7531
C 2.137 0.542 -0.444 -1.1344 1.4789 0.5219
C 3.622 -3.084 -0.450 -0.1758 -4.0021 0.5244
H 1.051 0.833 -0.494 0.9590 0.1034 -0.1282
H 2.731 1.270 0.126 -0.1536 -0.1790 -0.4237
H 2.460 0.611 -1.497 0.0226 -0.0466 0.1262
H 1.955 -2.209 -2.498 0.7059 -0.0301 0.1393
H 3.538 -1.283 -2.701 -0.2492 -0.2627 0.1990
H 3.566 -3.062 -2.578 -0.4904 0.7629 0.0872
H 3.193 -3.985 -0.973 0.8162 0.6836 1.1571
H 4.168 -3.308 0.495 -0.0067 0.4487 -0.6140
C -3.506 1.580 1.348 -0.3226 0.0128 0.0267
Si -2.428 0.646 0.102 -0.0376 0.4264 0.5501
C -2.809 -1.179 0.184 -0.1684 -0.2322 -0.0568
C -2.774 1.233 -1.637 -0.1145 0.0853 -0.1655
O -0.857 0.924 0.444 -1.0217 0.1683 -0.6854
H -4.568 1.422 1.064 0.4342 0.1390 0.2713
H -3.317 2.672 1.335 -0.0464 -0.5091 -0.0726
H -3.369 1.232 2.395 -0.0201 0.0941 -0.6658
H -3.884 -1.322 -0.011 0.2941 -0.1309 0.0757
H -2.245 -1.713 -0.596 -0.1653 0.0662 0.1654
H -2.560 -1.627 1.157 -0.1043 0.1647 -0.2179
H -2.446 2.271 -1.782 -0.1122 -0.1762 0.0406
H -2.228 0.607 -2.353 -0.1037 0.0921 0.0638
H -3.846 1.168 -1.872 0.2349 0.0416 -0.0162
```
Positions in Å, forces in eV/Å.

Results
HOMO level (spin up / spin down), eV: -6.05 / -9.43
Gap between HOMO and LUMO (spin up / spin down), eV: 5.66 / 6.59
Total charge: 0
Multiplicity: 6

No. 2
The following is a quantum chemistry calculation of C21H22N3O4PdS as an isolated structure, from OMol25.

The geometry in XYZ format:
```
52
Properties=species:S:1:pos:R:3:forces:R:3
Pd -0.978 -0.958 0.798 0.0545 -0.1013 0.1410
C -4.522 -3.111 2.302 0.0059 0.0017 0.0033
C -3.624 -2.032 1.779 -0.0010 0.0034 0.0218
O -2.441 -2.337 1.536 -0.0420 0.0303 -0.0835
C -4.227 -0.731 1.609 -0.0055 -0.0133 -0.0117
C -3.705 0.457 1.166 -0.0048 0.0069 0.0105
C -4.572 1.677 1.087 0.0043 0.0029 0.0167
N -2.402 0.601 0.782 -0.0356 0.0044 -0.0452
N -2.001 1.776 0.386 -0.0048 0.0100 0.0122
C -0.694 1.816 -0.025 0.0067 -0.0200 -0.0421
O 0.041 0.802 -0.064 -0.0047 -0.0291 0.0236
C -0.181 3.129 -0.436 0.0013 0.0063 -0.0095
C -1.023 4.238 -0.525 -0.0020 -0.0048 -0.0011
C -0.506 5.462 -0.912 0.0036 0.0011 -0.0036
C 0.846 5.582 -1.206 -0.0025 0.0005 0.0010
C 1.687 4.480 -1.114 0.0006 -0.0028 0.0020
C 1.177 3.254 -0.731 0.0082 0.0014 0.0032
H -3.977 -4.047 2.384 0.0004 -0.0007 -0.0001
H -5.378 -3.234 1.637 0.0003 -0.0018 0.0003
H -4.912 -2.823 3.280 0.0009 0.0021 -0.0006
H -5.273 -0.698 1.880 0.0020 0.0040 0.0027
H -5.587 1.442 1.392 0.0005 -0.0030 0.0007
H -4.574 2.069 0.070 -0.0029 -0.0036 -0.0017
H -4.169 2.461 1.729 0.0018 0.0023 -0.0054
H -2.073 4.134 -0.293 0.0002 0.0004 0.0020
H -1.155 6.323 -0.985 -0.0003 -0.0001 0.0002
H 1.247 6.541 -1.506 -0.0005 0.0002 0.0003
H 2.741 4.582 -1.337 -0.0008 0.0009 0.0004
H 1.818 2.387 -0.644 -0.0051 -0.0014 -0.0031
C 5.620 -0.808 -0.030 0.0051 -0.0008 -0.0109
C 4.291 -1.433 -0.335 0.0017 -0.0028 0.0055
C 3.407 -0.807 -1.219 -0.0145 0.0157 -0.0130
C 2.161 -1.339 -1.480 0.0351 0.0088 0.0321
C 1.794 -2.524 -0.849 -0.0580 -0.0001 -0.0390
C 2.646 -3.164 0.038 0.0004 -0.0099 0.0106
C 3.897 -2.616 0.282 0.0053 -0.0008 0.0085
S 0.182 -3.204 -1.088 0.0472 -0.0275 0.0468
C 0.207 -3.552 -2.838 0.0025 0.0142 0.0172
O -0.783 -1.997 -1.041 -0.0238 0.0649 -0.0647
H 6.099 -0.442 -0.938 -0.0005 0.0000 0.0016
H 6.291 -1.513 0.456 0.0003 0.0000 0.0018
H 5.486 0.045 0.639 -0.0064 -0.0047 0.0042
H 3.704 0.117 -1.700 0.0006 -0.0014 0.0033
H 1.468 -0.829 -2.137 -0.0080 0.0150 -0.0077
H 2.335 -4.071 0.541 -0.0042 -0.0010 -0.0085
H 4.569 -3.108 0.973 0.0004 -0.0008 0.0001
H 0.444 -2.634 -3.371 -0.0062 -0.0093 -0.0151
H -0.779 -3.921 -3.112 -0.0017 0.0053 0.0060
H 0.963 -4.315 -3.014 -0.0007 0.0004 0.0024
O 2.472 0.244 1.969 0.0192 -0.0042 -0.0018
C 1.482 -0.357 2.040 -0.0576 0.0141 0.0155
N 0.458 -1.019 2.178 0.0852 0.0280 -0.0289
```
Positions in Å, forces in eV/Å.

Results
HOMO level (spin up / spin down), eV: -11.06 / -12.08
Gap between HOMO and LUMO (spin up / spin down), eV: 8.17 / 6.00
Total charge: +1
Multiplicity: 5

No. 3
The following is a quantum chemistry calculation of C14H15MoN3O9P2 as an isolated structure, from OMol25.

The geometry in XYZ format:
```
44
Properties=species:S:1:pos:R:3:forces:R:3
Mo -0.146 0.448 -0.641 0.3827 0.2461 0.4520
O -1.581 4.280 -0.691 0.0822 0.0566 -0.0004
C -1.435 3.104 -0.726 0.0347 -0.0618 0.0004
N -0.184 2.394 -0.761 0.1859 -0.0798 -0.1013
C 1.068 3.109 -0.805 -0.1096 -0.0217 -0.0044
O 1.191 4.283 -0.692 -0.0265 0.0806 0.0276
C 2.226 2.178 -1.017 -0.0357 -0.0662 -0.0509
C 3.490 2.682 -1.191 0.0563 0.0389 -0.0243
C 4.531 1.789 -1.429 0.0113 0.0101 -0.0059
C 4.257 0.434 -1.481 0.0283 0.0184 -0.0094
C 2.961 -0.007 -1.285 -0.0757 -0.0633 0.0487
N 1.953 0.850 -1.053 -0.0050 0.1726 0.1464
C -2.575 2.131 -0.736 0.0178 -0.0935 -0.0937
C -3.882 2.554 -0.732 -0.0325 0.0478 -0.0304
C -4.886 1.596 -0.802 -0.0392 0.0121 0.0012
C -4.540 0.255 -0.882 -0.0566 0.0115 -0.0083
C -3.205 -0.097 -0.870 0.1129 -0.0079 0.0255
N -2.232 0.827 -0.791 -0.4572 -0.2027 0.0403
H 3.638 3.752 -1.150 -0.0027 -0.0030 0.0044
H 5.539 2.154 -1.577 -0.0029 -0.0042 0.0017
H 5.036 -0.291 -1.668 -0.0074 -0.0087 -0.0057
H 2.725 -1.062 -1.291 -0.0174 -0.0220 0.0088
H -4.090 3.614 -0.688 0.0022 -0.0037 0.0013
H -5.926 1.894 -0.806 0.0078 -0.0041 0.0017
H -5.296 -0.514 -0.954 0.0140 -0.0110 -0.0023
H -2.891 -1.130 -0.935 0.0178 -0.0229 0.0046
C -1.230 -3.030 1.825 0.0496 -0.1324 -0.0099
C 0.211 -2.614 1.545 -0.0442 0.2783 -0.0447
O 1.105 -3.362 2.337 0.0241 -0.0437 0.0478
P 0.443 -0.894 2.129 -0.1152 0.0295 0.0029
O 0.084 -0.730 3.630 0.0036 -0.0312 0.0205
O 1.940 -0.477 2.012 0.0363 -0.0306 0.1404
O -0.381 0.107 1.278 0.2175 0.0746 -0.2339
P 0.709 -2.770 -0.239 0.0694 -0.0586 0.2797
O -0.152 -3.941 -0.829 -0.0191 -0.0433 -0.0783
O 2.167 -2.928 -0.277 0.0114 0.0147 -0.0566
O 0.107 -1.478 -0.891 -0.2590 -0.0667 -0.4016
H -1.421 -3.028 2.898 -0.0111 0.0042 0.0038
H -1.381 -4.046 1.464 -0.0144 0.0127 0.0169
H -1.943 -2.375 1.320 0.0090 0.0002 0.0132
H 1.937 -3.490 1.849 -0.0313 -0.0164 -0.0299
H -0.828 -0.773 3.953 0.0583 -0.0466 -0.0393
H 2.537 -0.674 2.753 -0.0286 -0.0212 -0.0859
H 0.351 -4.724 -1.104 -0.0421 0.0581 0.0273
```
Positions in Å, forces in eV/Å.

Results
HOMO level (spin up / spin down), eV: -15.75 / -16.38
Gap between HOMO and LUMO (spin up / spin down), eV: 7.00 / 8.26
Total charge: +2
Multiplicity: 3